C4H13NSi | ωB97M-V with the def2-TZVPD basis set

Results
**HOMO**: -9.5 eV
**Lowest unoccupied orbital energy**: 0.0311 Eh
**Multiplicity**: 1
**Frontier orbital gap**: 10.34 eV
**SMILES**: CC(C)[Si@H](C)N

```
19
C4H13NSi (ωB97M-V with the def2-TZVPD basis set)
Si 0.69844 0.37321 0.83271
N 2.23762 -0.54964 0.87687
C -0.44239 -0.95023 0.09674
C 0.09377 2.05081 0.05151
C 0.00272 -1.25333 -1.31012
C -1.93177 -0.36101 0.10244
H 0.86836 -1.95515 -1.21808
H 2.85952 0.15454 1.30406
H -0.35786 -1.81662 0.74685
H 0.51296 0.85910 2.15826
H 1.04344 2.63654 -0.16210
H -2.34934 -0.39711 1.06063
H -0.82867 -1.80791 -1.73655
H -1.86824 0.61290 -0.36587
H 0.31090 -0.46921 -1.98491
H 2.73453 -0.99131 0.05884
H -2.60225 -0.96679 -0.47150
H -0.54999 2.09560 -0.79296
H -0.43173 2.73560 0.75319
```



C4H13O4 | ωB97M-V with the def2-TZVPD basis set

Results
**HOMO**: -3.8 eV
**Lowest unoccupied orbital energy**: 0.1378 Eh
**Multiplicity**: 1
**Frontier orbital gap**: 7.59 eV
**Charge**: -1

```
21
C4H13O4 (ωB97M-V with the def2-TZVPD basis set)
O -2.62744 0.23679 0.15083
O -0.68810 0.02923 1.73097
O 0.44545 -2.19673 2.55646
O -0.23612 0.26831 -3.16734
C 1.24832 0.15038 0.24424
C 0.90392 0.57497 -1.24200
C 0.29948 0.85634 1.42873
C -0.25526 -0.24364 -1.80819
H -1.79625 0.44742 0.84552
H 0.82839 1.70505 -1.29492
H 0.08970 -1.25817 2.64742
H 0.03245 -2.34174 1.66020
H 1.84804 0.28714 -1.79251
H 2.31254 0.32044 0.52853
H 0.87899 0.94442 2.40706
H 1.08490 -0.91507 0.33612
H -1.31720 0.00474 -1.54881
H -0.07646 1.75024 0.98554
H 0.24758 1.06954 -3.11664
H -0.06175 -1.23640 -1.85102
H -3.16115 -0.45326 0.29980
```



C4H13P3 | ωB97M-V with the def2-TZVPD basis set

Results
**HOMO**: -8.3 eV
**Lowest unoccupied orbital energy**: 0.0356 Eh
**Multiplicity**: 1
**Frontier orbital gap**: 9.24 eV
**SMILES**: CC[C@@H](C)P(P)#[PH2]

```
20
C4H13P3 (ωB97M-V with the def2-TZVPD basis set)
P -2.44889 -1.66126 -0.80289
P -2.74244 1.32843 0.25384
P -1.38529 0.28650 -1.03915
C 2.21204 -1.03402 1.10712
C 1.11467 -0.99897 0.09615
C 0.81683 1.52490 -0.07112
C 0.16817 0.15209 0.26101
H -2.00175 2.55975 0.11844
H 1.28381 1.45338 -1.04965
H 1.67050 1.37986 0.70346
H -0.08343 0.27099 1.33889
H 0.42139 -1.94076 0.23356
H 1.93202 -0.67276 2.08577
H -1.41569 -2.28862 -1.70799
H 1.55838 -0.97944 -0.83806
H -3.64178 1.97540 -0.74261
H 2.98976 -0.43663 0.64813
H -3.14181 -1.28959 -1.83804
H 2.56345 -2.04450 1.11985
H 0.13005 2.41525 0.12331
```